Molecular formula: C14H26BNO6PS2
Method: DFT, ωB97M-V/def2-TZVPD

The calculated total energy comes out at -60345.0532 eV. The value obtained for the lowest unoccupied orbital energy is -4.150 eV. The calculation puts the HOMO energy at -13.100 eV.

```
! RIJCOSX wB97M-V def2-TZVPD def2/J DEFGRID3
* xyz 1 1
C -2.29454 -2.15888 -4.85146
B -1.23587 -1.11000 -4.34517
O -0.32046 -0.55550 -5.21632
C -1.19873 -0.60860 -2.81652
C -2.15844 0.33995 -2.39538
C -2.16528 0.74286 -1.07710
C -1.25345 0.23028 -0.18777
N -0.33507 -0.63040 -0.61141
C -0.30387 -1.04291 -1.90136
P 1.01024 -2.23776 -2.40202
O 0.48266 -3.31028 -3.27046
H -2.67181 -1.81127 -5.82635
H -1.85752 -3.15067 -5.02597
H -3.17068 -2.25264 -4.19733
H 0.20831 -1.28712 -5.57169
H -2.88887 0.75724 -3.08383
H -2.87926 1.45551 -0.67481
H -1.24135 0.49684 0.87422
H 0.34684 -1.01249 0.03736
H 1.94930 -1.47037 -3.13446
H 1.71681 -2.70091 -1.26073
C -4.05980 2.49968 4.82719
C -4.91350 1.58685 3.93978
C -4.20055 1.46511 2.58796
S -2.45087 1.69644 2.92319
O -2.01020 2.90488 2.27266
O -1.75411 0.43636 2.72995
C -2.62435 2.00629 4.67269
H -4.38139 2.46844 5.86654
H -4.13878 3.53241 4.48021
H -4.99434 0.60142 4.40288
H -5.92384 1.97314 3.81608
H -4.35276 0.48645 2.13637
H -4.51344 2.24648 1.89640
H -1.88018 2.73325 4.99102
H -2.47337 1.06068 5.19382
C 6.14556 0.17773 -0.03864
C 4.84993 0.75923 0.54245
C 3.68292 -0.03128 -0.06197
S 4.33010 -1.66743 -0.43819
O 4.30484 -1.85366 -1.86926
O 3.73674 -2.63101 0.45678
C 6.00857 -1.33852 0.06999
H 7.02376 0.53704 0.49466
H 6.24404 0.46940 -1.08673
H 4.85191 0.64011 1.62773
H 4.75403 1.82326 0.33109
H 2.85255 -0.12633 0.63679
H 3.33650 0.41536 -0.99452
H 6.69842 -1.88312 -0.57088
H 6.11262 -1.67157 1.10256
*
```


Molecular formula: C14H26Cl2O3Ru
Method: DFT, ωB97M-V/def2-TZVPD

The calculated total energy comes out at -48707.6897 eV. The value obtained for the lowest unoccupied orbital energy (spin up / spin down) is 5.164 / 5.142 eV. The calculation puts the HOMO energy (spin up / spin down) at -0.320 / -1.019 eV. Its expectation value of S² is 6.04.

```
! RIJCOSX wB97M-V def2-TZVPD def2/J DEFGRID3
* xyz -2 5
C 0.32155 -1.14407 -1.98948
C 1.15420 0.01385 -2.25738
C 0.32507 1.15238 -2.34398
C 2.61493 -0.00020 -2.48608
C -1.02806 0.75077 -2.20231
C -1.05829 -0.67960 -1.96736
C -2.25884 -1.53572 -1.98275
C 0.74023 -2.55489 -2.05045
C 0.79413 2.54365 -2.56975
C -2.20622 1.62729 -2.32848
Ru -0.11151 -0.29742 0.01563
Cl 4.83500 1.48734 0.67202
Cl 2.08788 -0.75576 0.44015
O -1.77251 0.67454 0.32195
H 3.06521 -0.94174 -2.16921
H 3.12297 0.79397 -1.92390
H 2.85433 0.14021 -3.54598
H 1.76191 2.71856 -2.09090
H 0.07493 3.27009 -2.18113
H 0.91206 2.73381 -3.64008
H -2.05086 2.57288 -1.79782
H -3.10113 1.15489 -1.92063
H -2.41169 1.88254 -3.37632
H -3.08071 -1.03478 -1.46551
H -2.05936 -2.47842 -1.47447
H -2.60574 -1.76398 -2.99784
H 1.70469 -2.67735 -1.55745
H 0.84165 -2.91934 -3.07889
H 0.01446 -3.18698 -1.54047
H -1.62758 1.36965 1.02270
O -0.76174 -2.00420 0.66021
H -1.51169 -1.59956 1.15335
C 1.24865 -0.74843 3.84952
C 0.05154 0.05820 3.37180
C -1.22291 -0.66517 3.79719
C 0.05409 1.48552 3.92143
O 0.16097 0.42306 2.00040
H 1.29259 -0.80889 4.94870
H 2.16234 -0.27996 3.48597
H 1.20057 -1.76744 3.46157
H -1.30496 -0.68360 4.89321
H -2.12033 -0.15572 3.44014
H -1.25238 -1.71092 3.48196
H 0.93344 1.98509 3.50117
H -0.82319 1.98045 3.48592
H 0.04035 1.57542 5.01360
*
```


Molecular formula: C14H26ClI2N2O9P
Method: DFT, ωB97M-V/def2-TZVPD

The calculated total energy comes out at -74355.1964 eV. The value obtained for the lowest unoccupied orbital energy is -1.067 eV. The calculation puts the HOMO energy at -7.430 eV.

```
! RIJCOSX wB97M-V def2-TZVPD def2/J DEFGRID3
* xyz 0 1
C 3.56462 3.33875 -3.14027
C 3.75459 1.75105 -2.80326
I 4.02848 0.53052 -4.59516
C 2.64447 1.20063 -1.78704
I 3.68366 -0.27762 -0.50206
C 1.39048 0.48884 -2.47439
C 0.65847 1.34260 -3.61759
N -0.79916 1.60477 -3.33457
C -1.40489 2.42952 -4.41425
O -2.43759 2.03391 -5.04874
O -0.90008 3.67502 -4.73845
C -0.77089 2.37295 -2.02959
P -2.35442 3.36120 -1.70660
O -3.65035 2.64732 -2.17054
C -0.39936 1.30004 -0.89623
Cl -1.96083 0.80215 -0.02555
N 0.30285 0.09511 -1.48348
H 3.45239 3.52771 -4.26604
H 4.36108 3.98864 -2.65099
H 2.53722 3.61376 -2.68696
H 4.75856 1.69813 -2.23897
H 2.27244 2.00981 -1.05986
H 1.74389 -0.50028 -2.93921
H 0.67068 0.72315 -4.59150
H 1.12999 2.35657 -3.84546
H 0.09869 3.13863 -2.10395
H -2.50903 3.79232 -0.34831
H -2.24059 4.56841 -2.50035
H 0.28129 1.84481 -0.14357
H 0.69029 -0.41662 -0.66072
H -0.37991 -0.56827 -1.91381
C 1.21971 -5.24134 2.64827
O 2.28450 -4.29306 2.70685
C 3.49946 -4.81440 2.46789
O 3.73829 -5.96950 2.21983
O 4.40196 -3.82259 2.55379
C 5.74815 -4.23432 2.32067
H 0.28983 -4.71108 2.85635
H 1.15069 -5.68245 1.65152
H 1.35218 -6.01684 3.40552
H 5.85946 -4.63503 1.31079
H 6.06062 -4.96993 3.06476
H 6.38636 -3.35516 2.41551
C -6.45891 -0.85741 5.80683
O -6.53643 -0.37726 4.46593
C -5.34901 -0.06069 3.92515
O -4.27550 -0.15042 4.46902
O -5.56494 0.37331 2.67277
C -4.38108 0.74757 1.97272
H -7.47301 -1.08070 6.13951
H -5.86952 -1.77565 5.85403
H -6.03900 -0.09442 6.46582
H -3.70922 -0.10757 1.86846
H -3.87856 1.57443 2.47987
H -4.67305 1.08093 0.97559
*
```


Molecular formula: C14H26N3O2PdS4SbSi
Method: DFT, ωB97M-V/def2-TZVPD

The calculated total energy comes out at -84740.4155 eV. The value obtained for the lowest unoccupied orbital energy (spin up / spin down) is 4.499 / 4.089 eV. The calculation puts the HOMO energy (spin up / spin down) at -1.168 / -1.514 eV. Its expectation value of S² is 6.07.

```
! RIJCOSX wB97M-V def2-TZVPD def2/J DEFGRID3
* xyz -2 5
Pd 0.14216 -0.35764 1.45389
C -2.74565 -5.35150 1.06743
O -1.47527 -4.76130 0.89005
C -1.38549 -3.50237 0.37340
O -0.34116 -3.09572 -0.09508
N -2.58505 -2.81485 0.36691
N -2.64663 -1.44971 -0.00284
H -2.57721 -6.41590 1.24994
H -3.34953 -5.26969 0.14248
H -3.27110 -4.93129 1.92926
H -3.26171 -3.08997 1.04503
H -2.02158 -0.92372 0.60967
H -2.31784 -1.36038 -0.96573
S -0.54734 1.99984 4.93810
Sb 0.46680 -0.31896 4.23132
S -1.30943 -1.30033 3.11079
S 1.96683 -1.83014 2.11757
S 0.72971 -1.18849 6.32677
C 2.82102 1.67076 1.00189
C 2.99662 1.06689 -0.34263
C 4.16077 1.33728 -1.03825
C 4.43148 0.78479 -2.27319
C 3.52444 -0.12179 -2.80170
C 2.33329 -0.40650 -2.15415
C 1.38947 -1.40842 -2.73520
C 2.02096 0.20544 -0.89829
N 0.85214 -0.08557 -0.32762
H 3.57605 2.45016 1.14768
H 2.95822 0.88052 1.75140
H 1.80461 2.05723 1.20142
H 4.88146 1.99533 -0.59054
H 5.35577 0.99954 -2.78439
H 3.73067 -0.59377 -3.74679
H 1.71575 -1.67946 -3.73284
H 0.35316 -1.03874 -2.72201
H 1.33951 -2.28614 -2.11710
C -2.78814 3.48289 0.17756
Si -1.33408 2.29347 -0.22119
C -1.93527 1.31327 -1.77281
C 0.15156 3.35693 -0.78508
C -1.04417 1.33420 1.32345
H -3.14984 4.00948 -0.69545
H -2.47965 4.20619 0.91829
H -3.61487 2.91368 0.58501
H -2.08592 2.04800 -2.56970
H -2.91524 0.83975 -1.59390
H -1.23820 0.53946 -2.06341
H -0.16095 3.96719 -1.63313
H 0.96492 2.73094 -1.13202
H 0.50332 4.00212 0.00758
H -2.00694 1.04836 1.78651
H -0.58242 2.04866 2.04164
*
```